# 1
{
  "formula": "C5H7NO",
  "method": "wB97M-V/def2-TZVPD",
  "orbital_gap_ev": 8.47,
  "homo_ev": -7.9,
  "e_tot_ev": -8831.6397,
  "spin_multiplicity": 1,
  "charge": 0,
  "de_lowest_kj_mol": 440.3,
  "elements": ["C", "C", "C", "C", "N", "C", "O", "H", "H", "H", "H", "H", "H", "H"],
  "positions_angstrom": [[2.47, -0.19, 0.06], [0.97, -0.14, 0.01], [0.00, -1.04, -0.25], [-1.20, -0.20, -0.15], [-2.52, -0.67, -0.08], [-0.81, 1.15, 0.15], [0.49, 1.22, 0.25], [2.91, 0.50, -0.66], [2.80, -1.20, -0.19], [2.87, 0.07, 1.05], [-1.11, 0.56, -1.15], [-2.49, -1.69, -0.04], [-3.04, -0.31, 0.70], [-1.39, 2.07, 0.27]],
  "mulliken_charge": [-1.165, 0.801, -1.244, 0.977, -0.561, -0.475, -0.347, 0.282, 0.316, 0.276, 0.097, 0.311, 0.255, 0.475]
}



# 2
{
  "formula": "C2H3BrF2O2",
  "method": "wB97M-V/def2-TZVPD",
  "smiles": "O=C(F)[C@H](O)F.Br",
  "orbital_gap_ev": 11.44,
  "homo_ev": -11.0,
  "e_tot_ev": -81694.6295,
  "spin_multiplicity": 1,
  "charge": 0,
  "de_lowest_kj_mol": 33.0,
  "elements": ["O", "C", "F", "C", "O", "F", "H", "H", "Br", "H"],
  "positions_angstrom": [[-0.72, 2.23, 0.01], [-0.70, 1.19, -0.54], [-1.15, 0.06, 0.03], [-0.05, 0.86, -1.92], [-0.21, 1.98, -2.82], [-0.62, -0.24, -2.44], [1.02, 0.74, -1.77], [-1.20, 2.22, -3.06], [-1.03, -2.06, 2.97], [-0.42, -3.02, 3.83]],
  "mulliken_charge": [-0.417, 0.485, -0.197, 0.341, -0.500, -0.258, 0.208, 0.345, -0.216, 0.210]
}



# 3
{
  "formula": "C24H44CdCl3N2O4Si",
  "method": "wB97M-V/def2-TZVPD",
  "orbital_gap_ev": 6.97,
  "homo_ev": -4.5,
  "e_tot_ev": -86786.9438,
  "spin_multiplicity": 1,
  "charge": -1,
  "de_lowest_kj_mol": 0.0,
  "elements": ["C", "C", "H", "H", "H", "C", "C", "H", "H", "H", "H", "Cd", "Cl", "Cl", "H", "H", "C", "C", "N", "H", "C", "O", "H", "H", "H", "H", "H", "H", "C", "C", "N", "H", "C", "O", "H", "H", "H", "H", "O", "C", "C", "C", "H", "C", "H", "C", "H", "C", "C", "H", "H", "H", "Si", "Cl", "C", "C", "C", "H", "H", "H", "H", "H", "H", "H", "H", "H", "C", "C", "C", "O", "C", "H", "H", "H", "H", "H", "H", "H", "H"],
  "positions_angstrom": [[3.11, 3.88, -0.69], [3.11, 3.02, 0.52], [3.90, 4.63, -0.62], [2.14, 4.40, -0.82], [3.27, 3.27, -1.59], [3.68, 3.35, 1.69], [4.33, 4.66, 1.99], [3.72, 2.62, 2.51], [4.00, 5.44, 1.30], [5.42, 4.57, 1.94], [4.08, 4.97, 3.01], [-0.85, 1.06, -0.74], [0.95, -0.16, -2.08], [-3.22, 1.75, -0.53], [-4.40, -3.54, -2.01], [-3.22, -3.69, -4.31], [-4.21, -2.46, -2.03], [-3.08, -2.60, -4.24], [-3.04, -2.19, -2.84], [-4.04, -2.07, -1.02], [-2.00, -1.51, -2.34], [-1.96, -1.08, -1.16], [-2.14, -2.32, -4.71], [-1.16, -1.36, -3.04], [-5.08, -1.97, -2.47], [-3.91, -2.12, -4.76], [-0.18, 3.82, 1.14], [1.26, 3.29, 3.64], [-1.03, 3.63, 1.80], [0.20, 3.26, 3.92], [-0.62, 2.71, 2.85], [-1.85, 3.19, 1.23], [-0.98, 1.40, 2.85], [-1.67, 0.85, 1.98], [0.08, 2.64, 4.83], [-0.60, 0.85, 3.74], [-1.34, 4.58, 2.27], [-0.13, 4.30, 4.13], [1.00, 2.00, 0.40], [2.31, 1.72, 0.38], [2.17, 0.61, 2.67], [2.78, 0.69, 1.43], [1.31, 1.26, 2.83], [2.67, -0.22, 3.67], [2.55, 1.29, -0.60], [3.90, -0.10, 1.17], [2.14, -0.28, 4.62], [3.83, -0.96, 3.43], [4.44, -0.91, 2.17], [4.36, -0.02, 0.18], [4.23, -1.61, 4.21], [5.35, -1.48, 1.98], [-1.66, 3.29, -3.86], [-0.46, 3.36, -2.05], [-3.42, 3.63, -3.36], [-1.37, 1.65, -4.70], [-1.07, 4.60, -5.05], [-3.68, 3.06, -2.45], [-4.12, 3.34, -4.15], [-3.57, 4.69, -3.15], [-1.24, 5.61, -4.66], [-1.63, 4.52, -6.00], [-0.01, 4.48, -5.28], [-1.16, 0.84, -3.99], [-0.50, 1.75, -5.37], [-2.23, 1.37, -5.32], [-0.13, -3.41, 0.75], [-0.88, -3.33, 2.09], [-0.71, -1.88, 2.54], [0.33, -1.27, 1.78], [0.77, -2.16, 0.75], [0.47, -4.32, 0.65], [-0.81, -3.35, -0.10], [-0.40, -3.98, 2.81], [-1.94, -3.61, 2.01], [-1.61, -1.28, 2.36], [-0.46, -1.78, 3.61], [1.82, -2.42, 0.94], [0.73, -1.61, -0.20]],
  "mulliken_charge": [-1.658, 0.060, 0.491, 0.110, 0.316, 0.318, -1.675, 0.473, 0.433, 0.256, 0.341, 1.771, -0.740, -0.796, 0.323, 0.322, -0.916, -0.952, 0.203, 0.178, 0.101, -0.710, 0.294, 0.234, 0.331, 0.322, 0.135, 0.184, -0.806, -0.842, 0.354, 0.149, -0.032, -0.555, 0.311, 0.291, 0.354, 0.334, 0.145, -0.344, 1.392, -0.339, -0.102, -0.927, 0.430, -0.524, 0.385, -0.647, -0.718, 0.394, 0.312, 0.335, 0.183, -0.188, -0.756, -0.520, -1.026, 0.179, 0.309, 0.270, 0.287, 0.303, 0.278, -0.081, 0.293, 0.309, -0.382, -0.619, -0.565, 0.295, 0.103, 0.392, -0.160, 0.248, 0.363, 0.218, 0.249, 0.280, -0.365]
}



# 4
{
  "formula": "C5H8N3O",
  "method": "wB97M-V/def2-TZVPD",
  "orbital_gap_ev": 8.94,
  "homo_ev": -12.3,
  "e_tot_ev": -11823.3627,
  "spin_multiplicity": 1,
  "charge": 1,
  "de_lowest_kj_mol": 250.8,
  "elements": ["C", "C", "C", "C", "C", "N", "N", "N", "O", "H", "H", "H", "H", "H", "H", "H", "H"],
  "positions_angstrom": [[2.12, -0.55, -0.13], [1.07, 2.47, 0.22], [0.95, -0.73, 0.06], [-0.38, -1.26, 0.30], [-2.65, -0.43, -0.09], [3.36, -0.14, -0.35], [-1.39, -0.24, 0.02], [0.07, 1.97, 0.05], [-3.44, 0.59, -0.29], [1.99, 2.97, 0.37], [-0.56, -2.15, -0.31], [-0.46, -1.55, 1.35], [-3.06, -1.44, 0.00], [-0.99, 0.73, -0.05], [4.01, -0.23, 0.42], [3.76, -0.40, -1.24], [-4.39, 0.38, -0.33]],
  "mulliken_charge": [1.138, -0.050, -0.925, -0.697, 0.127, -0.512, 0.004, -0.456, -0.387, 0.344, 0.372, 0.281, 0.381, 0.455, 0.267, 0.268, 0.391]
}